(1)
A structure of composition C25H25N7O3Ru in a non-equilibrium geometry, computed with ωB97M-V with the def2-TZVPD basis set.

Positions of all 61 atoms, in Å:
Ru 0.425 0.337 -0.073
C 2.688 0.019 3.624
C 2.099 -1.002 4.359
C 1.026 -1.654 3.808
C 0.525 -1.291 2.546
N 1.132 -0.327 1.816
C 2.178 0.303 2.381
N -0.601 -1.990 2.166
C -1.403 -1.628 1.234
N -1.346 -0.527 0.430
C -2.420 -0.539 -0.403
N -2.711 0.287 -1.341
C -1.870 1.243 -1.855
C -2.499 2.250 -2.611
C -1.764 3.177 -3.296
C -0.373 3.072 -3.269
C 0.183 2.085 -2.500
N -0.521 1.202 -1.757
C -3.271 -1.717 -0.097
C -4.456 -2.171 -0.636
C -4.971 -3.367 -0.141
C -4.300 -4.082 0.848
C -3.106 -3.609 1.387
C -2.620 -2.414 0.901
H 3.529 0.583 4.002
H 2.470 -1.272 5.339
H 0.500 -2.445 4.322
H 2.630 1.083 1.793
H -3.580 2.246 -2.620
H -2.249 3.965 -3.857
H 0.262 3.745 -3.828
H 1.254 1.964 -2.462
H -4.961 -1.612 -1.412
H -5.904 -3.752 -0.532
H -4.716 -5.019 1.198
H -2.567 -4.149 2.154
C 3.737 3.100 -0.254
C 2.412 2.412 -0.115
N 2.219 1.194 -0.508
O 3.286 0.473 -1.053
C 1.284 3.048 0.509
C 1.228 4.486 0.917
N 0.242 2.227 0.693
O -0.820 2.670 1.200
H 4.516 2.570 0.305
H 3.683 4.109 0.144
H 4.050 3.166 -1.300
H 4.086 1.011 -0.967
H 1.909 4.712 1.744
H 0.213 4.693 1.249
H 1.467 5.156 0.087
C 1.346 -3.788 -0.659
O 1.319 -2.400 -0.269
C 0.735 -1.462 -0.976
C 0.182 -1.904 -2.289
H 0.335 -4.191 -0.644
H 1.950 -4.288 0.090
H 1.792 -3.919 -1.643
H -0.525 -2.727 -2.154
H 0.983 -2.265 -2.944
H -0.321 -1.076 -2.779

- HOMO-LUMO gap: 6.689 eV

---

(2)
A structure of composition C25H25N8O8S2V in a non-equilibrium geometry, computed with ωB97M-V with the def2-TZVPD basis set.

Positions of all 69 atoms, in Å:
V 0.543 0.074 -1.014
O 0.128 -1.897 -4.315
C -0.056 -0.891 -3.691
O 0.662 -0.638 -2.562
C -1.075 0.132 -3.982
C -1.695 0.090 -5.223
C -2.687 0.989 -5.508
C -3.150 1.861 -4.551
C -2.560 1.887 -3.311
C -1.439 1.092 -2.995
O -0.793 1.239 -1.856
N -3.192 2.794 -2.315
O -3.996 3.607 -2.729
O -2.843 2.709 -1.154
N -3.304 1.016 -6.854
O -4.197 1.818 -7.038
O -2.846 0.270 -7.696
H -1.398 -0.650 -5.952
H -3.989 2.507 -4.760
N 1.202 -3.975 -3.013
C 1.447 -4.512 -1.819
N 1.462 -5.841 -1.686
N 1.705 -3.810 -0.728
C 1.652 -2.555 -0.541
N 1.593 -1.431 -0.209
H 0.963 -4.566 -3.790
H 1.057 -2.981 -3.155
H 1.320 -6.459 -2.463
H 1.644 -6.226 -0.777
O -0.097 0.676 0.510
S -1.421 1.263 1.160
C -1.126 3.015 1.132
C -2.129 3.803 1.678
C -1.923 5.170 1.743
C -0.736 5.720 1.263
C 0.241 4.909 0.704
C 0.052 3.535 0.629
C -1.156 0.972 2.880
C -2.216 0.436 3.590
C -2.040 0.179 4.944
C -0.822 0.452 5.544
C 0.235 0.988 4.804
C 0.075 1.255 3.461
H -3.057 3.365 2.039
H -2.689 5.807 2.167
H -0.579 6.791 1.320
H 1.159 5.342 0.325
H 0.797 2.894 0.182
H -3.160 0.211 3.099
H -2.854 -0.240 5.523
H -0.685 0.241 6.598
H 1.181 1.201 5.283
H 0.887 1.663 2.873
S 0.236 -2.321 2.685
C 1.773 -2.932 2.907
N 2.099 -4.181 3.317
C 3.537 -4.355 3.559
C 4.129 -3.085 2.918
N 2.933 -2.265 2.712
H 1.396 -4.751 3.752
H 3.907 -5.260 3.084
H 3.758 -4.411 4.624
H 4.632 -3.301 1.976
H 4.835 -2.589 3.578
H 2.929 -1.406 2.192
C 2.220 1.252 -1.235
H 2.886 0.721 -1.906
H 2.692 1.368 -0.261
H 1.944 2.213 -1.665

- Spin multiplicity: 2
- Charge: +1
- HOMO-LUMO gap (spin up / spin down): 6.989 / 7.372 eV

---

(3)
A cluster of 3 separate species, C25H25NO4 in total in a non-equilibrium geometry, computed with ωB97M-V with the def2-TZVPD basis set.

Positions of all 55 atoms, in Å:
C 2.671 0.479 -2.858
C 2.436 -0.108 -1.457
C 0.987 -0.465 -1.299
O 0.430 -1.247 -2.026
O 0.391 0.206 -0.301
C -0.870 -0.304 0.139
C -0.737 -1.309 1.273
C 0.251 -2.410 0.992
C 1.412 -2.539 1.761
C 2.339 -3.557 1.531
C 2.148 -4.489 0.512
C 1.003 -4.353 -0.257
C 0.086 -3.352 -0.019
C -1.045 -3.495 -0.990
O -2.124 -2.988 -0.953
N -0.605 -4.439 -1.954
C 0.499 -5.154 -1.421
O 0.882 -6.206 -1.816
H 2.461 1.545 -2.880
H 2.041 -0.001 -3.601
H 3.701 0.337 -3.170
H 2.698 0.657 -0.732
H 3.046 -1.000 -1.364
H -1.425 0.546 0.527
H -1.485 -0.728 -0.646
H -0.439 -0.809 2.192
H -1.716 -1.744 1.464
H 1.623 -1.854 2.571
H 3.217 -3.646 2.152
H 2.837 -5.298 0.322
H -0.507 -4.091 -2.897
C -4.072 3.005 -2.321
C -3.671 1.713 -2.010
C -4.449 0.929 -1.168
C -5.625 1.438 -0.636
C -6.022 2.732 -0.942
C -5.246 3.515 -1.786
H -3.469 3.614 -2.982
H -2.752 1.316 -2.424
H -4.138 -0.081 -0.927
H -6.232 0.826 0.018
H -6.937 3.131 -0.523
H -5.557 4.524 -2.026
C 2.728 4.297 2.515
C 1.963 3.489 1.686
C 1.894 2.122 1.915
C 2.596 1.564 2.976
C 3.367 2.370 3.802
C 3.432 3.737 3.573
H 2.777 5.364 2.338
H 1.418 3.926 0.858
H 1.296 1.492 1.268
H 2.543 0.497 3.158
H 3.917 1.933 4.626
H 4.032 4.366 4.217

- HOMO-LUMO gap: 9.258 eV
- SMILES: CCC(=O)OCCc1cccc2c1C(=O)NC2=O.c1ccccc1.c1ccccc1

---

(4)
A structure of composition C25H25NOTc, computed with ωB97M-V with the def2-TZVPD basis set.

Positions of all 53 atoms, in Å:
Tc -0.733 -0.194 -0.290
C -1.144 1.114 -2.020
C -2.231 1.299 -1.129
C -1.734 1.833 0.095
C -0.324 1.981 -0.004
C 0.062 1.502 -1.317
C 1.426 1.605 -1.928
C 0.580 2.635 0.996
C -2.596 2.213 1.259
C -3.675 1.020 -1.412
C -1.205 0.691 -3.454
H 1.552 2.550 -2.466
H 1.597 0.791 -2.633
H 2.203 1.549 -1.166
H 0.589 3.722 0.876
H 1.607 2.285 0.885
H 0.277 2.419 2.020
H -3.237 3.062 1.007
H -1.989 2.508 2.116
H -3.251 1.392 1.559
H -4.206 1.937 -1.684
H -4.173 0.598 -0.538
H -3.790 0.312 -2.231
H -2.141 0.182 -3.680
H -0.394 0.004 -3.695
H -1.127 1.556 -4.119
C -0.278 -3.642 -3.075
C 1.005 -4.071 -2.752
C 1.693 -3.445 -1.728
C 1.087 -2.399 -1.031
C -0.204 -1.913 -1.352
C -0.857 -2.577 -2.400
C 1.690 -1.806 0.157
C 3.049 -1.986 0.546
C 3.503 -1.421 1.692
C 2.599 -0.748 2.559
C 2.966 -0.241 3.825
C 2.014 0.309 4.638
C 0.664 0.347 4.241
C 0.296 -0.126 3.010
C 1.272 -0.634 2.119
N 0.873 -1.062 0.884
H -0.818 -4.134 -3.876
H 1.459 -4.893 -3.290
H 2.685 -3.795 -1.464
H -1.841 -2.239 -2.710
H 3.715 -2.538 -0.100
H 4.544 -1.508 1.980
H 3.997 -0.315 4.145
H 2.285 0.694 5.613
H -0.090 0.732 4.919
H -1.586 0.197 3.222
O -0.990 -0.188 2.570

- Spin multiplicity: 2
- HOMO-LUMO gap (spin up / spin down): 6.597 / 6.370 eV

---

(5)
A cluster of 5 separate species, C25H26BrFN2O15 in total in a non-equilibrium geometry, computed with ωB97M-V with the def2-TZVPD basis set.

Positions of all 70 atoms, in Å:
O -6.159 3.429 -0.476
C -5.611 2.209 -0.619
O -6.537 1.054 -0.410
C -4.044 1.918 -1.048
C -3.184 1.061 0.054
C -2.097 1.969 0.918
C -0.809 2.682 0.171
C -0.490 2.572 -1.458
C -0.968 4.018 -2.103
O -0.550 4.504 -3.290
F -1.900 4.884 -1.295
C 0.282 3.564 1.049
Br 1.882 4.513 0.227
C 0.030 3.654 2.666
C -1.249 2.946 3.471
N -1.298 3.149 4.958
C -2.537 2.482 5.487
C -3.630 1.633 4.630
N -3.509 1.418 3.149
C -2.309 2.110 2.565
H -5.911 0.274 -0.316
H -4.103 1.241 -2.029
H -3.565 2.941 -1.357
H -2.585 0.233 -0.558
H -3.954 0.483 0.720
H 0.669 2.349 -1.639
H -1.122 1.654 -1.848
H 0.829 4.270 3.302
H -2.727 2.567 6.663
H -4.555 1.138 5.186
O 3.701 1.894 2.135
C 3.920 2.458 3.195
O 5.083 2.350 3.901
C 5.029 3.317 4.933
C 3.563 3.546 5.113
O 3.032 3.279 3.829
H 5.506 2.941 5.842
H 5.555 4.218 4.601
H 3.116 2.851 5.831
H 3.336 4.570 5.421
O -3.887 -1.747 0.462
C -2.992 -2.491 0.097
O -1.663 -2.258 0.301
C -0.977 -3.443 -0.059
C -1.920 -4.110 -1.007
O -3.190 -3.666 -0.569
H -0.016 -3.208 -0.524
H -0.801 -4.037 0.843
H -1.770 -3.787 -2.043
H -1.854 -5.201 -0.962
O 1.511 -2.581 -2.247
C 1.759 -1.636 -2.976
O 2.780 -0.753 -2.775
C 2.871 0.044 -3.941
C 1.501 -0.052 -4.530
O 1.051 -1.323 -4.100
H 3.145 1.072 -3.688
H 3.640 -0.377 -4.598
H 0.824 0.714 -4.140
H 1.513 0.006 -5.622
O 0.376 -7.276 -2.101
C 1.487 -6.948 -2.485
O 1.811 -6.697 -3.787
C 3.110 -6.135 -3.786
C 3.697 -6.630 -2.505
O 2.568 -6.786 -1.667
H 3.676 -6.468 -4.660
H 3.023 -5.044 -3.813
H 4.190 -7.602 -2.618
H 4.407 -5.921 -2.071

- HOMO-LUMO gap: 7.055 eV
- SMILES: O=C(O)CCc1c(CC(=O)F)c(Br)cc2nccnc12.O=C1OCCO1.O=C1OCCO1.O=C1OCCO1.O=C1OCCO1

---

(6)
A structure of composition C25H26ClN3O3S in a non-equilibrium geometry, computed with ωB97M-V with the def2-TZVPD basis set.

Positions of all 59 atoms, in Å:
C 0.548 -1.950 3.670
H 1.368 -2.609 3.577
H 0.812 -1.077 2.831
H 0.630 -1.495 4.715
S -0.897 -2.594 3.573
O -1.988 -1.649 3.410
O -1.431 -3.823 4.460
N -0.737 -3.404 1.901
C -0.552 -2.565 0.824
C 0.526 -2.458 0.119
C 0.724 -1.752 -1.136
C -0.184 -0.841 -1.334
C -1.443 -0.657 -0.394
C -1.698 -1.662 0.373
H -2.475 -1.644 1.073
H -2.434 -0.174 -0.813
C -0.240 0.219 -2.366
O -0.063 -0.360 -3.556
N -0.119 1.561 -2.407
C -0.417 2.092 -1.068
H -0.269 1.410 -0.166
C -1.689 2.876 -1.092
N -1.555 3.928 -2.236
C -1.116 5.127 -2.010
C -0.990 5.970 -0.918
C -0.756 7.323 -0.689
C -0.007 7.917 -1.438
C 0.373 7.121 -2.910
C -0.277 5.762 -2.890
H 0.007 5.355 -3.825
H 0.998 7.559 -3.620
H 0.537 8.850 -1.406
Cl -1.164 8.134 0.752
H -1.910 5.596 0.092
C -1.422 3.257 -3.305
H -1.419 3.938 -4.418
C 0.016 2.452 -3.395
H -0.354 1.736 -4.384
H 0.746 2.986 -3.373
H -2.332 2.451 -3.562
H -1.826 3.637 -0.051
H -2.662 2.220 -1.195
H 0.535 2.718 -0.802
H 1.552 -1.641 -1.400
H 1.429 -3.287 0.342
C -0.585 -4.654 1.804
C 0.800 -5.103 2.107
C 1.629 -5.394 1.074
C 3.155 -5.877 1.152
C 3.517 -6.047 2.497
C 2.750 -5.553 3.532
C 1.430 -5.215 3.301
H 0.794 -4.833 4.057
H 2.948 -5.525 4.627
H 4.419 -6.054 2.710
H 3.493 -6.196 0.264
H 1.388 -5.560 0.057
H -1.231 -5.383 2.565
H -0.880 -5.162 0.701

- HOMO-LUMO gap: 7.950 eV

---

(7)
An isolated molecule of C25H26N2O5 in a non-equilibrium geometry, computed with ωB97M-V with the def2-TZVPD basis set.

Positions of all 58 atoms, in Å:
C 3.023 2.334 6.299
C 3.783 1.910 5.052
O 2.862 1.894 3.979
C 3.290 1.539 2.747
C 4.589 1.180 2.419
C 4.920 0.822 1.122
C 3.955 0.827 0.124
C 4.282 0.421 -1.225
N 3.412 0.550 -2.140
O 3.730 0.021 -3.394
C 2.742 0.369 -4.342
C 1.285 0.176 -3.894
O 0.388 0.764 -4.456
N 1.139 -0.693 -2.866
C 0.032 -0.866 -2.027
C -1.234 -0.387 -2.335
C -2.281 -0.548 -1.445
C -2.081 -1.196 -0.231
O -3.031 -1.391 0.727
C -4.321 -0.860 0.520
C -5.100 -1.529 -0.587
C -4.842 -2.848 -0.932
C -5.566 -3.460 -1.939
C -6.561 -2.763 -2.603
C -6.827 -1.449 -2.258
C -6.098 -0.833 -1.257
C -0.811 -1.691 0.070
C 0.231 -1.528 -0.816
C 2.640 1.192 0.446
C 2.296 1.541 1.734
O 1.050 1.894 2.142
C 0.013 1.895 1.189
H 2.218 1.631 6.498
H 2.591 3.319 6.151
H 3.695 2.361 7.152
H 4.595 2.620 4.842
H 4.217 0.910 5.193
H 5.358 1.173 3.174
H 5.937 0.542 0.890
H 5.264 -0.019 -1.406
H 2.942 -0.265 -5.210
H 2.843 1.419 -4.643
H 1.991 -1.103 -2.505
H -1.396 0.123 -3.270
H -3.253 -0.171 -1.718
H -4.267 0.224 0.346
H -4.835 -1.025 1.475
H -4.066 -3.390 -0.411
H -5.354 -4.486 -2.204
H -7.127 -3.242 -3.388
H -7.602 -0.900 -2.773
H -6.303 0.195 -0.992
H -0.664 -2.195 1.012
H 1.213 -1.902 -0.563
H 1.910 1.183 -0.346
H -0.879 2.205 1.731
H -0.148 0.899 0.764
H 0.210 2.605 0.380

- HOMO-LUMO gap: 8.497 eV
- SMILES: CCOc1ccc(/C=N/OCC(=O)Nc2ccc(OCc3ccccc3)cc2)cc1OC

---

(8)
An isolated molecule of C25H26N6O4 in a non-equilibrium geometry, computed with ωB97M-V with the def2-TZVPD basis set.

Positions of all 61 atoms, in Å:
N -0.283 3.307 5.442
C 0.570 3.360 4.396
O 1.708 3.760 4.495
C -0.015 2.878 3.073
C -0.101 1.337 3.092
N 1.091 0.784 3.706
C 1.078 0.353 4.991
O 0.046 0.225 5.626
C 2.421 0.024 5.542
C 3.505 0.874 5.345
C 4.734 0.560 5.898
C 4.889 -0.599 6.641
C 3.807 -1.439 6.851
C 2.573 -1.124 6.312
C -0.315 0.774 1.711
C -1.463 0.039 1.406
C -1.691 -0.449 0.144
C -0.775 -0.246 -0.910
N -1.087 -0.591 -2.184
C -2.155 -1.527 -2.462
C -1.969 -2.141 -3.847
N -2.040 -1.106 -4.851
C -2.136 -1.377 -6.184
C -2.271 -2.683 -6.685
C -2.411 -2.853 -8.045
C -2.407 -1.744 -8.883
C -2.251 -0.502 -8.295
N -2.123 -0.315 -6.995
C -1.661 0.214 -4.403
C -0.572 0.112 -3.340
C 0.439 0.391 -0.556
N 1.586 0.394 -1.401
O 2.404 1.286 -1.255
O 1.725 -0.535 -2.180
C 0.629 0.926 0.718
H 0.094 3.481 6.360
H -1.127 2.762 5.395
H -1.005 3.305 2.910
H 0.650 3.206 2.274
H -0.924 1.021 3.743
H 1.975 0.959 3.256
H 3.381 1.801 4.803
H 5.572 1.225 5.752
H 5.852 -0.843 7.065
H 3.924 -2.336 7.440
H 1.716 -1.760 6.476
H -2.199 -0.134 2.177
H -2.613 -0.972 -0.049
H -2.127 -2.330 -1.721
H -3.139 -1.040 -2.416
H -2.768 -2.870 -4.012
H -1.004 -2.669 -3.882
H -2.255 -3.539 -6.031
H -2.516 -3.848 -8.456
H -2.514 -1.846 -9.950
H -2.227 0.402 -8.890
H -2.532 0.745 -3.996
H -1.301 0.770 -5.271
H 0.304 -0.405 -3.755
H -0.260 1.117 -3.041
H 1.566 1.430 0.905

- HOMO-LUMO gap: 7.745 eV
- SMILES: NC(=O)C[C@H](NC(=O)c1ccccc1)c1ccc(N2CCN(c3ccccn3)CC2)c([N+](=O)[O-])c1